Entry 1:
{
  "formula": "C33H58N7O3PtSSi",
  "method": "ωB97M-V with the def2-TZVPD basis set",
  "charge": 1,
  "s_squared": 2.01,
  "multiplicity": 3,
  "symbols": ["Pt", "C", "N", "C", "C", "N", "C", "C", "C", "C", "C", "C", "C", "C", "C", "N", "C", "N", "C", "C", "N", "C", "C", "C", "N", "C", "C", "H", "H", "H", "H", "H", "H", "H", "H", "H", "H", "H", "H", "H", "H", "H", "H", "H", "H", "H", "H", "H", "H", "H", "H", "H", "H", "H", "H", "H", "H", "C", "C", "C", "C", "O", "Si", "S", "O", "C", "C", "C", "C", "O", "C", "C", "C", "C", "H", "H", "H", "H", "H", "H", "H", "H", "H", "H", "H", "H", "H", "H", "H", "H", "H", "H", "H", "H", "H", "H", "H", "H", "H", "H", "H", "N", "C", "H"],
  "xyz": [[0.0718, 0.0998, -0.1892], [2.0016, 4.3489, -0.2454], [0.6507, 4.3156, -0.7687], [0.1172, 5.5933, -1.2163], [-0.1476, 3.2337, -0.5755], [0.1516, 2.3098, 0.3145], [0.5237, 2.6022, 1.6289], [-0.1519, 3.6268, 2.2737], [0.0517, 3.9132, 3.6270], [0.8901, 3.1334, 4.3706], [1.6016, 2.0737, 3.7667], [2.4507, 1.2620, 4.5540], [3.1408, 0.2291, 3.9905], [3.0663, 0.0077, 2.6085], [2.2941, 0.8075, 1.7919], [2.3161, 0.6040, 0.4008], [3.4798, 0.5146, -0.2087], [4.6236, 1.1057, 0.2797], [4.6252, 2.2849, 1.1241], [5.8551, 0.3343, 0.3611], [3.6640, -0.0877, -1.4137], [2.8554, -1.1789, -1.9142], [4.6510, 0.3888, -2.3646], [1.4700, 1.8231, 2.3683], [-1.2462, 3.1466, -1.3670], [-1.1497, 3.3449, -2.8090], [-2.4657, 2.5379, -0.8432], [2.6102, 4.9802, -0.8931], [2.4091, 3.3400, -0.2477], [2.0371, 4.7473, 0.7730], [0.4550, 6.3778, -0.5364], [-0.9689, 5.5719, -1.2075], [0.4602, 5.8403, -2.2235], [-0.8794, 4.1974, 1.7075], [-0.4860, 4.7331, 4.0857], [1.0142, 3.3090, 5.4314], [2.5348, 1.4645, 5.6140], [3.7695, -0.4090, 4.5982], [3.6345, -0.8005, 2.1628], [3.6850, 2.8218, 1.0443], [5.4314, 2.9423, 0.7882], [4.7969, 2.0392, 2.1754], [5.7483, -0.6176, -0.1511], [6.0940, 0.1366, 1.4117], [6.6884, 0.8888, -0.0768], [2.1785, -1.5278, -1.1466], [3.4967, -2.0191, -2.1947], [2.2853, -0.8790, -2.7944], [5.0395, 1.3570, -2.0631], [4.1769, 0.4900, -3.3433], [5.4835, -0.3125, -2.4688], [-1.7832, 4.1684, -3.1454], [-1.4466, 2.4285, -3.3212], [-0.1184, 3.5604, -3.0779], [-2.8873, 3.1679, -0.0570], [-2.2905, 1.5447, -0.4372], [-3.1879, 2.4561, -1.6510], [-0.2871, -5.0297, -0.6134], [0.5200, -3.8088, -0.1818], [0.4620, -3.6506, 1.3318], [1.9710, -3.9392, -0.6417], [-0.0435, -2.5981, -0.7461], [-0.7057, -2.3609, -2.2329], [-1.0209, -0.2442, -2.2324], [0.4214, -2.7973, -3.3104], [0.3535, -3.0578, -4.7266], [-0.6069, -2.0893, -5.4102], [1.7680, -2.8594, -5.2594], [-0.1041, -4.5012, -4.9156], [-2.0629, -3.1763, -2.5518], [-3.4475, -3.0502, -2.1826], [-3.5730, -2.5663, -0.7408], [-4.1222, -2.0661, -3.1343], [-4.0494, -4.4405, -2.3444], [0.1355, -5.9276, -0.1635], [-0.2711, -5.1402, -1.6994], [-1.3249, -4.9321, -0.2924], [0.9447, -4.5009, 1.8138], [-0.5735, -3.5957, 1.6724], [0.9763, -2.7360, 1.6335], [2.3874, -4.8920, -0.3149], [2.5724, -3.1333, -0.2148], [2.0177, -3.8783, -1.7282], [-0.3214, -1.0582, -5.1935], [-1.6247, -2.2481, -5.0510], [-0.5824, -2.2435, -6.4886], [2.0478, -1.8062, -5.1974], [1.8284, -3.1748, -6.3010], [2.4742, -3.4481, -4.6723], [-1.0823, -4.6307, -4.4520], [0.6004, -5.1816, -4.4339], [-0.1703, -4.7529, -5.9742], [-3.1244, -1.5759, -0.6368], [-3.0619, -3.2520, -0.0620], [-4.6234, -2.5077, -0.4552], [-3.6754, -1.0767, -3.0308], [-5.1873, -1.9997, -2.9109], [-4.0033, -2.3975, -4.1666], [-3.5809, -5.1417, -1.6524], [-3.8815, -4.7974, -3.3609], [-5.1220, -4.4168, -2.1517], [-1.6666, -0.3196, 2.2588], [-0.6940, -0.3196, 1.6253], [-2.3948, -0.3558, 2.9436]],
  "forces_ev_per_a": [[0.8, 0.2, -0.6], [0.0, -0.1, -0.1], [-0.1, 0.0, 0.1], [0.0, 0.0, 0.0], [0.2, 0.4, 0.0], [-0.4, -0.9, -0.3], [-0.1, 0.6, 0.4], [0.2, -0.2, -0.3], [0.1, 0.0, 0.2], [-0.1, 0.1, 0.0], [0.0, 0.0, -0.2], [0.1, -0.2, 0.1], [0.0, 0.1, 0.2], [-0.2, 0.1, -0.3], [0.4, -0.3, 0.4], [-0.5, -0.6, -0.3], [0.1, 0.3, -0.1], [0.0, 0.0, 0.2], [0.0, 0.1, 0.0], [0.0, 0.1, 0.0], [-0.2, 0.1, 0.2], [-0.1, 0.1, 0.0], [0.1, 0.0, -0.1], [0.0, 0.0, 0.0], [0.2, -0.4, 0.0], [0.0, 0.1, 0.0], [0.1, 0.1, 0.2], [0.0, 0.0, 0.0], [-0.1, 0.0, -0.1], [0.0, 0.0, 0.0], [0.0, 0.0, 0.0], [0.0, 0.0, 0.0], [0.0, 0.0, 0.0], [0.0, 0.0, 0.0], [0.0, 0.0, 0.0], [0.0, 0.0, 0.0], [0.0, 0.0, 0.0], [0.0, 0.0, 0.0], [0.0, 0.0, 0.0], [0.1, -0.1, 0.1], [0.0, 0.0, 0.0], [0.0, 0.0, 0.0], [0.0, 0.0, 0.0], [0.0, 0.0, 0.0], [0.0, 0.0, 0.0], [-0.1, 0.2, -0.1], [0.1, 0.1, 0.0], [-0.1, 0.0, 0.0], [0.0, 0.0, 0.0], [0.0, 0.0, 0.0], [0.0, 0.0, 0.0], [0.0, 0.0, 0.0], [0.0, 0.0, 0.0], [0.0, 0.0, 0.0], [0.0, 0.0, 0.0], [0.0, -0.1, 0.0], [0.0, 0.0, 0.0], [0.0, 0.2, -0.1], [0.2, -0.3, 0.2], [-0.1, 0.1, -0.1], [-0.1, 0.0, 0.1], [0.0, -0.2, 0.2], [0.0, 0.6, 0.0], [0.1, 0.1, 0.3], [0.1, -0.1, -0.1], [0.0, -0.1, -0.2], [0.1, 0.0, 0.2], [-0.1, 0.0, 0.1], [0.0, 0.1, 0.2], [0.0, -0.1, 0.0], [-0.3, 0.0, 0.0], [0.1, 0.0, -0.1], [0.2, -0.1, 0.0], [0.1, 0.1, 0.0], [0.0, 0.0, 0.0], [0.0, -0.1, 0.0], [0.0, 0.0, 0.0], [0.0, 0.0, 0.0], [0.0, 0.0, 0.0], [0.0, 0.0, 0.0], [0.0, 0.0, 0.0], [0.0, -0.2, 0.0], [0.1, -0.1, 0.0], [0.0, 0.0, 0.0], [0.0, 0.0, -0.1], [0.0, 0.0, 0.0], [0.0, 0.0, 0.0], [0.0, 0.0, 0.0], [0.0, 0.0, 0.0], [0.0, -0.1, -0.1], [0.0, 0.0, 0.0], [0.0, 0.0, 0.0], [0.0, 0.0, 0.0], [0.0, 0.0, 0.0], [0.0, 0.0, 0.0], [0.0, 0.0, 0.0], [0.0, 0.0, 0.0], [0.0, 0.0, 0.0], [0.0, 0.0, 0.0], [0.0, 0.0, 0.0], [0.0, 0.0, 0.0], [0.3, -0.2, 0.5], [-0.6, 0.3, -0.4], [0.1, 0.0, 0.0]]
}

Entry 2:
{
  "formula": "C33H60F9N2O12S2",
  "method": "ωB97M-V with the def2-TZVPD basis set",
  "charge": 1,
  "symbols": ["O", "S", "O", "O", "C", "C", "C", "C", "C", "C", "N", "C", "C", "S", "O", "O", "C", "F", "F", "C", "F", "F", "C", "F", "F", "C", "F", "F", "F", "N", "H", "H", "H", "H", "H", "H", "H", "H", "H", "H", "H", "H", "H", "H", "H", "H", "H", "H", "C", "C", "O", "C", "H", "H", "H", "H", "H", "H", "C", "C", "O", "C", "H", "H", "H", "H", "H", "H", "C", "C", "O", "C", "H", "H", "H", "H", "H", "H", "C", "C", "O", "C", "H", "H", "H", "H", "H", "H", "C", "C", "O", "C", "H", "H", "H", "H", "H", "H", "C", "C", "O", "C", "H", "H", "H", "H", "H", "H", "C", "C", "O", "C", "H", "H", "H", "H", "H", "H"],
  "xyz": [[2.2710, 1.6868, 1.9661], [2.5382, 0.8569, 0.8109], [1.5450, 0.8538, -0.2345], [2.8185, -0.6102, 1.2572], [4.1346, 1.3357, 0.1620], [4.0262, 2.3219, -1.0201], [4.1082, 3.8191, -0.6246], [2.7894, 4.5254, -0.9702], [1.7044, 3.9735, -0.0484], [1.6477, 4.6484, 1.3086], [0.6323, 3.9809, 2.2019], [-0.6395, 3.4494, 1.5754], [-0.4066, 3.0107, 0.1263], [-1.9805, 2.7848, -0.7451], [-2.8467, 3.8268, -0.2694], [-1.7381, 2.5445, -2.1265], [-2.5753, 1.1979, 0.0561], [-3.0340, 1.5754, 1.2583], [-1.5432, 0.3741, 0.2440], [-3.7126, 0.4415, -0.6879], [-4.5802, 1.3538, -1.1492], [-4.3343, -0.3103, 0.2228], [-3.2080, -0.5187, -1.8315], [-3.0753, -1.7411, -1.2984], [-2.0115, -0.1277, -2.2792], [-4.1500, -0.6574, -3.0576], [-5.3289, -1.1438, -2.6736], [-3.5683, -1.5118, -3.8937], [-4.3339, 0.4984, -3.6746], [0.3685, 3.9494, -0.6635], [2.0384, -1.1831, 1.0245], [4.6614, 1.7679, 1.0179], [4.6612, 0.4238, -0.1252], [3.0703, 2.1511, -1.5249], [4.8095, 2.0582, -1.7342], [4.2666, 3.8675, 0.4625], [4.9626, 4.3265, -1.0773], [2.4846, 4.2439, -1.9841], [2.8834, 5.6171, -0.9186], [1.9524, 2.9256, 0.1073], [1.3825, 5.7072, 1.2065], [2.5999, 4.5840, 1.8429], [0.3478, 4.6597, 2.9080], [1.1034, 3.2339, 2.7436], [-1.4049, 4.2258, 1.6372], [-0.9461, 2.5984, 2.1868], [0.1016, 2.0396, 0.1034], [-0.0452, 4.8818, -0.6069], [1.5833, 3.2078, 6.7402], [2.4013, 3.0298, 5.4947], [1.8955, 3.0698, 4.3847], [3.8636, 2.7805, 5.6850], [0.5364, 3.3685, 6.4935], [1.6890, 2.3245, 7.3722], [1.9654, 4.0547, 7.3124], [3.9943, 1.8878, 6.2962], [4.3096, 3.6094, 6.2365], [4.3608, 2.6580, 4.7253], [-0.5682, -4.0927, 0.4726], [0.8200, -3.6457, 0.1092], [1.2843, -2.6192, 0.5709], [1.5942, -4.5047, -0.8407], [-1.0190, -3.3889, 1.1680], [-1.1750, -4.1571, -0.4326], [-0.5349, -5.0862, 0.9225], [1.0645, -4.5866, -1.7929], [1.7210, -5.5053, -0.4228], [2.5720, -4.0579, -1.0094], [-2.3615, -5.0503, -3.2014], [-1.3211, -4.3116, -4.0016], [-0.1927, -4.1293, -3.5878], [-1.7447, -3.8382, -5.3650], [-1.9497, -5.3786, -2.2487], [-3.2297, -4.4107, -3.0330], [-2.7021, -5.9200, -3.7658], [-2.6019, -3.1675, -5.2794], [-2.0461, -4.6944, -5.9720], [-0.9200, -3.3227, -5.8514], [-3.9585, -3.9745, -5.7080], [-3.7744, -5.4483, -5.9851], [-2.7050, -5.8982, -6.3257], [-4.9884, -6.3267, -5.8040], [-3.0193, -3.4522, -5.8734], [-4.7284, -3.5603, -6.3613], [-4.2851, -3.8343, -4.6763], [-5.7914, -5.9970, -6.4656], [-5.3557, -6.2523, -4.7787], [-4.7324, -7.3593, -6.0270], [-5.7161, 6.7794, 2.3251], [-4.3792, 6.9001, 1.6387], [-3.3850, 7.2556, 2.2350], [-4.3258, 6.5283, 0.1802], [-5.6240, 7.0630, 3.3704], [-6.4479, 7.4228, 1.8339], [-6.0811, 5.7533, 2.2514], [-5.0094, 7.1401, -0.4108], [-4.6144, 5.4854, 0.0514], [-3.3117, 6.6648, -0.1874], [5.0073, 0.0329, 10.2168], [5.0516, 1.3573, 9.5005], [4.2409, 1.6468, 8.6464], [6.1530, 2.3054, 9.8996], [4.1759, -0.5625, 9.8483], [5.9432, -0.5068, 10.0624], [4.8960, 0.1938, 11.2905], [7.1253, 1.8381, 9.7345], [6.0783, 2.5374, 10.9633], [6.0845, 3.2232, 9.3208], [1.0291, -8.6607, -7.0035], [0.3985, -7.3887, -6.4953], [-0.7169, -7.0531, -6.8256], [1.2129, -6.5462, -5.5441], [0.3426, -9.1729, -7.6728], [1.9562, -8.4325, -7.5325], [1.2809, -9.3131, -6.1654], [2.1516, -6.2363, -6.0062], [1.4532, -7.1198, -4.6464], [0.6340, -5.6725, -5.2648]],
  "forces_ev_per_a": [[-0.1, -0.3, -0.3], [0.5, -0.5, 0.3], [0.2, -0.5, 0.0], [-0.3, 0.5, 0.0], [0.2, 0.1, -0.1], [0.1, 0.1, 0.1], [-0.1, -0.2, 0.2], [0.0, 0.0, 0.1], [0.0, 0.1, -0.3], [0.2, 0.1, 0.1], [-0.2, 0.0, 0.0], [-0.1, 0.0, 0.0], [-0.1, -0.1, 0.0], [0.3, 0.2, 0.4], [-0.2, -0.1, -0.3], [-0.1, 0.0, 0.0], [-0.2, 0.2, -0.3], [-0.1, -0.1, 0.3], [0.4, -0.2, 0.1], [0.3, 0.0, -0.2], [-0.1, 0.1, -0.2], [-0.2, -0.1, 0.2], [-0.1, 0.2, 0.1], [0.1, -0.3, 0.1], [0.1, 0.1, -0.1], [0.0, 0.2, 0.4], [0.0, 0.0, 0.0], [-0.1, -0.1, -0.2], [0.1, 0.0, -0.1], [0.1, 0.1, 0.6], [0.3, -0.5, -0.1], [0.0, -0.1, -0.1], [-0.3, 0.0, 0.0], [0.2, -0.1, -0.1], [-0.1, 0.1, 0.1], [0.1, 0.2, -0.2], [-0.1, -0.1, -0.1], [0.1, 0.2, 0.1], [-0.1, -0.1, 0.0], [-0.2, 0.6, -0.1], [-0.1, -0.2, 0.0], [-0.2, 0.0, 0.0], [0.1, -0.1, 0.1], [0.1, 0.1, -0.2], [0.1, 0.0, -0.1], [0.0, 0.2, 0.0], [-0.2, 0.3, -0.2], [0.0, -0.1, -0.2], [-0.1, 0.0, -0.1], [-0.1, -0.1, 0.0], [0.0, 0.2, 0.3], [0.1, 0.0, -0.2], [0.0, 0.0, 0.0], [0.1, 0.0, 0.0], [0.0, 0.0, 0.0], [0.0, 0.0, 0.1], [0.0, 0.0, 0.1], [0.0, 0.0, 0.0], [0.0, 0.1, 0.0], [-0.1, -0.1, -0.1], [-0.1, 0.1, 0.0], [0.3, 0.2, 0.0], [0.0, 0.0, 0.0], [0.0, 0.0, 0.0], [0.0, 0.0, 0.0], [-0.1, 0.0, 0.1], [-0.1, 0.0, 0.0], [0.0, 0.0, 0.0], [0.1, -0.1, 0.3], [0.2, 0.4, -0.7], [-0.1, -0.1, 0.5], [6.7, 1.5, 2.5], [0.0, 0.0, 0.0], [0.1, 0.0, 0.1], [0.0, 0.0, 0.1], [6.1, 2.6, 5.4], [1.4, 0.7, 0.2], [0.4, 0.1, 0.1], [-5.8, -0.6, -2.0], [-1.3, -0.1, -0.1], [-2.0, -1.8, -0.8], [0.2, -0.1, -0.1], [-6.4, -1.8, -5.4], [-0.7, -0.5, 0.1], [-0.1, 0.1, -0.1], [0.0, 0.0, 0.0], [0.0, 0.1, 0.0], [0.0, 0.0, 0.0], [0.1, 0.1, 0.1], [0.1, 0.0, 0.0], [0.0, -0.1, 0.0], [0.1, 0.1, 0.0], [0.0, 0.0, 0.0], [0.0, 0.0, 0.0], [0.0, 0.0, 0.0], [-0.1, 0.0, 0.1], [0.0, 0.0, 0.0], [0.0, 0.0, 0.0], [-0.1, 0.0, -0.1], [0.0, 0.0, 0.0], [0.0, 0.0, 0.0], [-0.1, 0.1, -0.1], [0.0, 0.0, 0.0], [0.0, 0.0, 0.0], [0.0, 0.0, 0.0], [0.0, 0.0, 0.0], [0.0, 0.0, 0.0], [0.0, 0.0, 0.0], [0.0, 0.0, 0.0], [-0.2, 0.0, -0.1], [1.0, -0.4, -0.1], [-0.1, 0.0, 0.0], [0.0, 0.0, 0.0], [0.0, 0.0, 0.0], [0.0, 0.0, 0.0], [0.0, 0.0, 0.0], [0.1, 0.0, 0.0], [0.1, 0.1, 0.0]]
}

The records above give, respectively, E_tot values of -2708.2140 -4000.5207 Eh.